[1]
This record from OMol25 describes a cluster of 2 separate species, C28H54BF5IN2O6S in total at a distorted geometry. The level of theory is the ωB97M-V functional and the def2-TZVPD basis.

The geometry in XYZ format:
```
98
Properties=species:S:1:pos:R:3:forces:R:3
C 5.465222 1.156009 0.452860 -0.2 -0.9 -0.1
C 6.455174 -0.137598 0.082179 0.0 0.7 -0.5
C 6.753125 -1.086822 1.389430 -0.7 -0.1 -0.7
C 5.390660 -1.988495 1.661656 0.2 0.4 0.2
C 5.787375 -3.553180 2.034744 -1.0 0.4 0.8
C 4.461106 -4.356153 2.658643 1.2 0.2 0.1
C 3.460165 -4.922762 1.479083 -0.1 1.2 -0.4
C 1.987878 -4.183956 1.636672 -1.1 -1.1 0.2
C 1.294005 -3.860655 0.168229 1.1 -1.2 0.2
C -0.246638 -3.367785 0.214745 -0.4 -1.1 -0.9
C -0.555668 -1.787991 0.436952 -0.9 -0.1 0.0
B 0.638667 -0.879567 1.109774 3.9 2.0 1.3
O 0.410019 0.050939 2.274356 0.3 -2.9 -1.4
O 2.051135 -0.793596 0.592207 -3.3 0.2 2.4
C -0.937008 -0.964326 -0.975216 0.2 1.5 0.0
C 0.078453 -1.297388 -2.214639 1.1 -0.3 -0.7
C 0.908691 0.005833 -2.806978 1.1 -0.8 -1.2
F 1.437990 0.922890 -1.773891 -1.7 -1.9 -2.1
C -2.537340 -1.023910 -1.344700 0.8 -0.6 1.0
C -2.940799 -0.554292 -2.852196 -1.7 -1.7 -0.2
O -2.245354 0.627423 -3.371936 -2.9 1.6 -2.3
C -3.093121 1.310116 -4.392392 0.8 -0.1 -1.0
F -3.551124 0.247910 -5.362095 1.0 3.9 3.2
F -2.294709 2.296526 -5.199646 -3.0 -3.8 3.4
F -4.241257 2.042372 -3.766741 3.9 -2.8 -2.5
C -3.344326 -0.244140 -0.131272 -2.2 -0.1 -2.1
I -3.293283 1.971741 -0.334358 0.4 -1.1 0.0
C -4.934613 -0.647220 -0.114509 -0.2 -0.8 1.1
C -5.871938 0.283076 0.865893 -1.3 -0.9 0.4
C -6.890448 1.301790 0.041407 1.4 1.4 0.2
C -6.841145 2.813021 0.744404 -0.1 0.0 -0.1
C -8.155679 3.740932 0.374296 0.7 1.0 -0.2
N -8.577727 4.491723 1.652427 1.6 0.5 -0.8
N -2.739410 -0.504352 1.258498 0.6 -0.1 0.8
C -1.957793 -1.791084 1.354327 0.0 -2.1 -2.4
S -1.715189 -2.298741 3.135983 4.1 -0.2 7.9
O -0.467743 -3.155937 3.431440 -5.0 2.6 -2.6
O -1.734379 -1.132440 4.154057 -1.4 -3.6 -4.9
F -3.088184 -3.303516 3.543479 2.5 2.2 -1.7
H 4.570399 0.812413 1.162093 2.0 0.7 -1.3
H 4.933942 1.596657 -0.513849 1.5 -0.7 2.1
H 6.121403 1.941721 1.023352 -1.5 -1.3 -1.2
H 7.439520 0.356050 -0.373942 -2.0 -1.3 1.0
H 5.944375 -0.775578 -0.784650 1.2 1.3 1.9
H 6.987897 -0.379656 2.293079 -0.4 -1.5 -1.6
H 7.638067 -1.860976 1.230983 -1.7 1.9 0.2
H 4.786397 -1.453144 2.539918 1.2 -1.5 -1.6
H 4.680866 -1.910402 0.714704 1.5 -0.4 1.9
H 6.612673 -3.508052 2.895575 -1.7 -0.2 -2.1
H 6.157146 -4.139140 1.084232 -0.5 1.3 1.9
H 4.882960 -5.205237 3.361767 -1.0 1.5 -1.6
H 3.937158 -3.569143 3.370622 0.8 -1.8 -1.5
H 3.382720 -6.100069 1.440060 0.0 2.5 0.3
H 3.867436 -4.595736 0.409253 -0.6 -0.6 2.3
H 1.269785 -4.970149 2.171878 1.4 1.8 -1.0
H 2.014098 -3.246266 2.358616 0.2 -1.8 -1.7
H 2.045154 -3.184444 -0.430269 -1.8 -1.0 1.1
H 1.302194 -4.909808 -0.404048 -0.2 2.3 1.2
H -0.816896 -4.053782 1.008317 1.3 1.6 -1.5
H -0.739700 -3.666767 -0.831454 1.0 0.7 2.1
H 1.006534 -0.198471 3.039318 -1.0 0.6 -1.2
H 2.597388 -0.198811 1.217608 -1.3 -1.2 -1.6
H -0.743804 0.180125 -0.690216 -0.3 -2.2 -0.8
H 0.931201 -2.090022 -1.948412 -2.2 1.8 -0.1
H -0.462741 -1.774730 -3.166444 1.0 1.1 2.2
H 1.869745 -0.464799 -3.338900 -2.0 1.1 1.3
H 0.334079 0.559672 -3.693740 1.0 -0.7 2.6
H -2.853878 -2.171720 -1.255606 0.4 2.4 -0.5
H -2.734039 -1.477019 -3.571110 -0.3 2.0 1.6
H -4.117605 -0.376264 -2.908697 2.6 -0.4 0.3
H -4.990616 -1.752076 0.330947 0.2 2.1 -1.1
H -5.430308 -0.675306 -1.181579 1.4 0.1 2.1
H -5.266130 0.836065 1.725938 -1.1 -1.0 -2.0
H -6.594479 -0.470906 1.444150 1.7 1.6 -1.2
H -6.453122 1.461045 -1.053042 -1.2 -0.6 2.2
H -7.994045 0.912900 0.026973 2.3 0.6 0.0
H -6.696979 2.682765 1.920713 -0.7 0.3 -2.4
H -5.895004 3.437200 0.389583 -1.9 -1.6 0.7
H -7.826359 4.581994 -0.381769 -0.5 -2.0 1.0
H -9.037031 3.151243 -0.121156 1.7 1.0 1.2
H -8.878472 5.477258 1.407723 0.3 -1.6 0.2
H -7.649527 4.635174 2.151745 -1.7 -0.1 -0.6
H -3.463887 -0.517444 2.022474 0.4 0.4 -1.0
H -2.102848 0.303664 1.477109 -0.3 -0.8 0.1
H -2.609055 -2.670945 0.874788 1.2 2.0 1.3
C 2.948736 5.469448 -2.391206 -0.5 0.1 -0.4
C 3.254927 5.766888 -0.946038 0.3 0.5 0.4
C 3.391518 4.378967 -0.358962 0.0 -0.4 0.2
O 3.884561 3.531135 -1.405487 -0.2 0.4 0.0
C 3.795228 4.241953 -2.648060 0.4 -0.2 -0.2
H 3.179433 6.295654 -3.068437 0.0 -0.1 0.1
H 1.886535 5.220863 -2.501991 0.1 0.0 0.0
H 4.210229 6.299732 -0.871511 -0.1 0.0 0.0
H 2.488877 6.367073 -0.448585 0.1 -0.1 0.0
H 2.420843 3.985267 -0.039346 0.0 0.0 0.1
H 4.077480 4.349628 0.492541 0.0 -0.1 -0.1
H 4.811898 4.517294 -2.949062 -0.1 0.0 -0.1
H 3.368336 3.590617 -3.415664 0.1 0.0 0.1
```
Forces are in eV/Å.

For the molecular weight, the calculation gives 779.5 Da. The value obtained for the total energy is -78357.8155 eV. The calculation puts the highest occupied orbital energy at -11.1 eV. For the orbital gap, the calculation gives 0.260 Eh. The charge is +1.

These are the Mulliken partial charges, in e, on atoms 1 to 4: C -0.508; C -0.504; C -0.618; C 0.364

---

[2]
This record from OMol25 describes a cluster of 2 separate species, C28H54BN4O5 in total at a distorted geometry. The level of theory is the ωB97M-V functional and the def2-TZVPD basis.

The geometry in XYZ format:
```
92
Properties=species:S:1:pos:R:3:forces:R:3
C 10.156901 -2.779910 1.748067 1.0 -0.2 -0.1
C 11.334364 -2.796705 0.661413 -1.1 -0.1 -0.3
C 10.816595 -2.325462 -0.761013 0.9 0.7 -0.4
C 11.162257 -0.786270 -1.029964 -0.1 -0.3 0.6
C 10.122887 0.153933 -0.300500 -0.1 -0.2 -1.1
C 8.786740 0.290592 -1.175925 1.0 0.8 1.1
C 8.147010 1.702619 -0.835668 -1.0 -0.7 -0.7
C 6.637547 1.826452 -1.338640 0.3 0.3 0.5
C 5.661096 0.797734 -0.642145 0.1 -0.2 0.5
C 4.821083 1.477644 0.535614 0.1 0.1 -1.1
C 3.499749 2.133479 -0.085750 0.5 -0.5 0.0
C 2.193355 1.259144 0.203276 0.9 0.3 0.3
C 1.259579 1.880553 1.326608 0.0 0.0 -0.6
C -0.259207 2.023116 0.862940 0.9 0.3 0.6
C -0.929463 0.602884 0.606181 0.6 0.4 0.6
C -2.343909 0.431378 1.281771 0.3 0.9 -0.4
C -3.534889 0.957208 0.416915 -1.4 -0.7 0.7
N -3.301071 1.592184 -0.789282 -2.5 0.1 0.5
C -4.342732 2.099037 -1.555346 -1.7 -0.4 0.8
C -5.739685 1.968927 -1.170414 1.3 -0.2 1.5
B -6.990082 2.504147 -2.054964 -1.3 -0.3 -1.5
O -7.567937 3.758846 -1.915538 0.0 -1.8 0.6
O -7.549966 1.608226 -2.998022 1.6 0.8 1.3
C -6.591369 0.651985 -3.503687 0.1 -0.5 -1.4
C -6.065709 1.304213 0.110318 3.3 0.5 0.1
C -7.538742 1.154965 0.617256 -1.5 -0.4 0.4
O -8.388290 0.595188 -0.030208 1.2 0.3 -0.4
O -7.917087 1.632578 1.862331 1.6 -0.3 -0.7
C -4.919324 0.769214 0.902960 -0.9 1.0 -1.4
C -5.263454 0.023091 2.231716 0.9 0.1 -0.1
C -6.112686 -1.301526 2.031649 -0.4 -0.3 -0.2
C -6.117393 -1.869897 0.565944 -0.7 -0.1 -0.3
C -6.728885 -3.335915 0.459250 1.7 0.4 0.5
N -6.901103 -3.616920 -0.983040 -1.9 0.1 1.4
C -8.193106 -3.208584 -1.502220 0.1 -0.3 -2.5
N -8.338646 -3.158344 -2.780517 0.2 -0.2 1.1
N -9.337548 -2.851284 -0.678301 0.6 0.1 -0.3
H 9.239720 -2.264213 1.356790 0.9 -0.5 0.5
H 9.908572 -3.840987 2.028914 0.0 1.1 -0.2
H 10.543596 -2.251433 2.656607 -0.7 -0.5 -0.6
H 11.711371 -3.851433 0.588351 -0.2 1.0 0.1
H 12.186980 -2.130355 0.965589 -0.8 -0.7 -0.2
H 9.705800 -2.426264 -0.882982 0.9 -0.3 0.2
H 11.321564 -2.933634 -1.567453 -0.6 0.6 0.8
H 12.193469 -0.588797 -0.611238 -1.0 -0.2 -0.6
H 11.166026 -0.579146 -2.140241 0.1 -0.1 1.2
H 9.927936 -0.286514 0.710476 0.0 0.7 -0.8
H 10.510237 1.206836 -0.191487 -0.1 -1.1 0.0
H 8.100043 -0.566759 -0.941888 0.6 0.8 -0.5
H 9.134013 0.296513 -2.246070 -0.7 -0.2 0.9
H 8.142509 1.861031 0.279310 0.2 0.0 -1.0
H 8.767562 2.484184 -1.363452 -0.6 -0.7 0.8
H 6.256206 2.860557 -1.080149 0.5 -1.0 -0.4
H 6.596412 1.754252 -2.457448 0.1 -0.1 1.0
H 4.995506 0.364855 -1.437997 0.3 0.4 0.9
H 6.198766 -0.086142 -0.185146 -0.3 1.0 -0.7
H 4.585109 0.706319 1.312995 0.0 0.8 -0.6
H 5.471400 2.266216 1.005113 -0.6 -0.8 -0.3
H 3.378435 3.196751 0.247885 -0.1 -0.9 -0.2
H 3.690812 2.171881 -1.198138 -0.4 0.1 1.1
H 1.682068 1.123248 -0.784627 0.1 0.0 1.0
H 2.569809 0.267873 0.585357 -0.6 0.8 -0.7
H 1.699746 2.888282 1.581746 -0.8 -1.0 -0.1
H 1.298530 1.250090 2.260529 -0.1 0.6 -0.9
H -0.767157 2.586540 1.702185 0.2 -0.6 -1.0
H -0.240898 2.672793 -0.061235 -0.3 -0.6 0.9
H -0.245279 -0.154909 1.089210 -0.8 0.7 -0.7
H -0.907811 0.414647 -0.499230 -0.2 -0.2 1.0
H -2.330857 1.071088 2.216288 -0.1 -0.7 -0.9
H -2.496515 -0.620237 1.639491 -0.1 0.9 -0.7
H -2.364239 1.721319 -1.178864 -0.2 -0.2 0.6
H -4.080640 2.624798 -2.508131 -0.1 -0.7 1.1
H -8.515216 3.681152 -2.155398 0.7 0.4 -0.2
H -7.000660 0.176085 -4.440979 0.2 0.6 1.1
H -6.358800 -0.187623 -2.799159 -0.2 0.9 -0.3
H -5.669427 1.214158 -3.838374 -0.8 -0.9 0.5
H -8.779342 1.219883 2.081879 0.3 0.3 -0.6
H -4.313554 -0.262857 2.752393 -0.8 0.4 -0.5
H -5.780598 0.757888 2.910737 0.4 -0.7 -0.8
H -7.170516 -1.129800 2.387852 1.1 -0.2 -0.5
H -5.688466 -2.097128 2.704132 -0.4 0.8 -0.5
H -6.758397 -1.244568 -0.125432 0.7 -0.5 0.8
H -5.085642 -1.860387 0.102954 -1.0 -0.2 0.6
H -5.930529 -4.026396 0.850122 -0.9 0.4 -0.3
H -7.648670 -3.467245 1.082536 0.7 0.3 -0.7
H -6.753235 -4.599611 -1.213744 0.0 0.4 0.1
H -7.459335 -3.430667 -3.238937 -0.2 0.2 0.2
H -10.065850 -3.557897 -0.852459 0.5 0.2 0.2
H -9.718136 -2.005305 -1.125210 0.2 -0.4 0.3
O -7.742721 -0.052682 4.809455 0.1 0.0 -0.2
H -7.956165 0.597486 4.131014 0.0 0.1 0.2
H -6.780422 -0.102255 4.792494 -0.1 0.0 0.1
```
Forces are in eV/Å.

For the molecular weight, the calculation gives 537.6 Da. The value obtained for the total energy is -46779.5004 eV. The calculation puts the highest occupied orbital energy at -11.6 eV. For the orbital gap, the calculation gives 0.256 Eh. The charge is +1.

These are the Mulliken partial charges, in e, on atoms 1 to 4: C -0.909; C -0.415; C -0.619; C -0.768

---

[3]
This record from OMol25 describes a structure of composition C28H54BiClPSi at a distorted geometry. The level of theory is the ωB97M-V functional and the def2-TZVPD basis.

The geometry in XYZ format:
```
86
Properties=species:S:1:pos:R:3:forces:R:3
Bi -2.348325 -2.036393 3.351415 -0.4 0.8 0.2
P -0.377449 0.419961 -0.833706 0.3 -0.5 0.2
Cl -2.587711 -3.115200 1.100508 -0.1 -0.4 -1.0
C 0.956061 -0.675556 -0.149468 -2.2 -1.1 0.3
H 0.653739 -0.898523 0.894219 0.0 0.1 -0.4
H 0.812786 -1.626168 -0.694819 -0.3 0.2 -0.1
C -1.296938 1.445637 0.393316 -0.1 -0.1 0.1
C -1.636050 -0.770814 -1.495279 0.2 0.0 0.2
C -2.023804 2.650999 -0.243167 -0.1 0.0 -0.1
H -2.065502 0.742288 0.768501 0.2 0.1 -0.1
C -2.956274 3.318052 0.778162 0.1 -0.1 0.1
H -1.285691 3.388253 -0.592602 -0.2 -0.2 0.2
H -2.613553 2.353786 -1.122855 0.2 0.1 0.2
C -2.218220 3.729838 2.056857 0.2 0.0 0.0
H -3.428770 4.193936 0.316188 0.0 -0.1 0.1
H -3.762669 2.615459 1.032095 0.1 0.1 0.0
C -1.368922 2.590434 2.646217 -0.2 -0.1 -0.1
H -1.572501 4.593302 1.842357 0.0 -0.1 -0.1
H -2.946015 4.064396 2.804103 0.1 0.0 -0.1
C -0.476526 1.895896 1.605999 0.3 0.2 0.2
H -0.736217 2.982325 3.451932 -0.1 -0.1 -0.1
H -2.034910 1.840098 3.098183 0.1 0.1 -0.1
H 0.311715 2.591708 1.274345 -0.1 -0.2 0.1
H 0.037517 1.044011 2.076028 -0.1 0.2 -0.2
C 0.412999 1.433758 -2.149569 -0.3 -0.1 -0.1
C -1.092779 -1.562747 -2.699547 0.0 0.0 -0.1
H -1.761129 -1.472597 -0.645528 0.1 0.2 -0.1
C -2.083309 -2.647275 -3.153866 0.0 0.1 0.1
H -0.904859 -0.874135 -3.538831 0.0 -0.1 0.1
H -0.130478 -2.036943 -2.457890 -0.3 0.2 0.0
C -3.472020 -2.072477 -3.449451 0.1 0.1 0.1
H -1.683114 -3.141667 -4.046297 0.0 0.0 0.1
H -2.162744 -3.407761 -2.365093 0.0 0.1 -0.1
C -4.011414 -1.265832 -2.263442 0.1 -0.1 0.1
H -3.417661 -1.425467 -4.335893 0.0 0.0 0.0
H -4.166891 -2.884978 -3.691764 0.1 0.1 0.0
C -3.028637 -0.184252 -1.788017 -0.1 0.2 -0.2
H -4.960760 -0.790502 -2.538177 0.1 -0.1 0.1
H -4.220307 -1.945015 -1.424973 0.1 0.1 -0.1
H -2.946575 0.595029 -2.562856 -0.1 -0.2 0.1
H -3.450537 0.297949 -0.894333 0.2 -0.2 -0.2
C 1.238435 2.588025 -1.555984 0.2 0.0 0.2
H 1.105167 0.713973 -2.625468 -0.1 0.2 0.2
C 2.126662 3.208946 -2.638183 -0.1 -0.1 -0.1
H 0.557386 3.351636 -1.150007 0.2 -0.2 -0.2
H 1.863156 2.249121 -0.719477 0.0 0.0 -0.1
C 1.316608 3.667246 -3.860121 0.0 0.1 0.1
H 2.670131 4.058317 -2.205418 0.0 -0.2 -0.1
H 2.873581 2.462653 -2.951233 -0.1 0.1 0.1
C 0.320696 2.616116 -4.368583 0.0 -0.1 0.2
H 0.768687 4.582515 -3.600097 0.0 -0.1 0.0
H 2.006350 3.934372 -4.668146 -0.1 0.0 0.0
C -0.514308 1.982687 -3.244451 -0.2 0.1 0.0
H -0.358617 3.068104 -5.101090 0.2 -0.1 0.0
H 0.871617 1.814878 -4.880267 -0.1 0.1 0.0
H -1.185466 2.738110 -2.807261 0.2 -0.2 -0.2
H -1.153867 1.191825 -3.660213 0.2 0.2 0.1
C 2.809092 0.597276 1.041024 -1.2 -0.1 -3.1
C 2.381956 -0.280999 -0.196983 2.5 2.0 1.4
H 2.363498 1.595932 1.120814 0.1 -0.4 0.0
C 3.323898 -1.508771 -0.338302 -0.4 0.2 0.0
H 2.565269 0.334353 -1.096175 -0.2 -0.4 -0.2
C 3.704360 -2.137298 0.998598 0.1 0.1 0.1
H 2.860806 -2.270757 -0.982477 0.0 0.1 0.0
H 4.233426 -1.166934 -0.847752 0.0 0.0 0.1
C 4.499911 -1.154330 1.863051 -0.3 0.5 -0.1
H 2.792893 -2.447582 1.529829 0.2 0.0 -0.1
H 4.306447 -3.038411 0.816057 -0.1 0.0 0.0
C 3.719300 0.167146 2.088913 0.6 -0.2 1.3
H 4.753202 -1.616986 2.825376 -0.1 0.1 -0.1
H 5.454218 -0.914191 1.375102 -0.1 -0.1 -0.2
H 3.146700 0.065587 3.030835 0.4 -0.2 0.4
H 4.448641 0.975694 2.264431 0.2 -0.3 0.4
C -0.535149 -4.088888 5.491064 0.2 -0.4 0.6
Si -0.100665 -3.163363 3.919997 -0.2 0.3 -0.3
C 1.246902 -1.901318 4.269290 0.3 0.1 0.3
C 0.592494 -4.402218 2.690604 0.1 -0.4 -0.3
H -0.138954 -3.569573 6.375390 -0.1 -0.2 -0.1
H -0.083761 -5.090613 5.435071 -0.1 0.1 0.3
H -1.620459 -4.206368 5.607853 0.4 0.0 -0.1
H 1.559996 -2.005897 5.318100 0.1 0.1 -0.2
H 2.127559 -2.073758 3.634577 -0.2 0.2 0.2
H 0.903573 -0.870391 4.109719 0.1 -0.3 0.0
H 0.725002 -5.369554 3.196065 0.0 0.1 -0.2
H -0.075599 -4.552241 1.833321 0.1 0.0 0.1
H 1.573672 -4.086886 2.309602 -0.2 0.0 0.1
```
Forces are in eV/Å.

For the molecular weight, the calculation gives 694.2 Da. The value obtained for the total energy is -65441.3926 eV. The calculation puts the highest occupied orbital energy at -1.2 eV. For the orbital gap, the calculation gives 0.129 Eh. The charge is -1.

These are the Mulliken partial charges, in e, on atoms 1 to 4: Bi 0.062; P 0.355; Cl -0.551; C -0.747